Entry from the Open Molecules 2025 dataset: a structure of composition C26H32Br14ClIN3O2 at a distorted geometry (the ωB97M-V functional and the def2-TZVPD basis).

Total energy ... -38118.0748 Eh
Total charge ... +1
HOMO level ... -10.809 eV
Maximum force ... 7.81 eV/Å

Element x y z (Å)
1 Br 9.587 2.806 -2.202
2 Cl 5.910 0.093 -0.929
3 H -2.168 -3.012 0.953
4 H -3.058 -0.224 -0.367
5 H 4.367 -1.666 -0.355
6 H -5.134 -5.721 0.929
7 C -4.043 -2.003 1.611
8 C 6.432 -1.074 1.888
9 H -7.881 -0.565 4.224
10 Br 2.661 6.121 -5.974
11 O -1.270 0.268 -2.820
12 H -2.247 1.654 0.347
13 H 6.921 -1.633 1.017
14 H -4.294 -4.195 2.302
15 H -1.574 -0.600 0.739
16 H 0.390 -4.512 0.463
17 H -4.910 -4.967 -0.526
18 Br -0.139 7.649 -6.362
19 H -7.044 -3.841 1.145
20 C 1.729 0.525 4.461
21 C -8.449 -0.919 3.365
22 Br -10.244 -0.206 3.539
23 C -2.802 4.588 -1.845
24 H 0.436 4.102 -2.505
25 O -1.423 -1.383 -1.246
26 H -3.474 -2.923 -0.351
27 H -3.678 5.281 -2.141
28 C 1.875 -0.454 -0.857
29 Br 1.731 4.417 0.359
30 C 1.186 7.024 -5.092
31 C -2.962 -2.320 0.474
32 N 3.000 1.690 0.157
33 H 4.420 0.008 2.317
34 C -0.729 2.789 -1.091
35 C 4.487 -0.595 0.059
36 C -2.250 -0.989 -0.109
37 H -4.224 3.384 -0.471
38 H -5.623 -3.062 2.927
39 H 0.977 -4.481 -1.364
40 H 1.851 -2.519 0.971
41 H -4.780 -1.182 1.319
42 C 1.871 -1.998 -1.290
43 H 7.199 2.112 -2.219
44 H -5.868 -3.009 -0.034
45 H 4.329 -1.779 1.942
46 H 0.852 -2.323 -1.725
47 C -3.158 3.477 -0.870
48 Br 0.390 5.922 -3.705
49 C -4.948 -3.291 2.006
50 N -5.588 -5.111 0.235
51 C 0.543 1.883 -0.782
52 I 4.541 2.763 1.083
53 C 1.263 -4.394 -0.259
54 C -2.076 2.489 -0.402
55 Br 0.881 2.269 4.457
56 Br 7.708 1.892 -4.642
57 C -5.937 -3.770 0.816
58 Br -8.434 -2.857 3.436
59 H 6.449 -1.819 2.774
60 H 1.599 7.905 -4.603
61 C -0.748 -0.233 -1.799
62 C -0.608 3.965 -2.043
63 N -1.571 4.937 -2.469
64 H 6.999 -0.148 2.231
65 H -3.550 -1.670 2.602
66 H 1.153 -0.108 5.133
67 H 3.202 -3.347 0.031
68 C 0.587 0.354 -1.145
69 Br 3.165 -2.379 -2.791
70 Br 6.941 4.486 -2.909
71 Br 1.669 -0.306 2.708
72 C 7.778 2.736 -2.898
73 C 4.846 -0.791 1.630
74 C 1.800 2.477 -0.110
75 C 3.118 0.256 -0.202
76 Br -7.557 -0.249 1.778
77 Br 3.536 0.601 5.159
78 H 1.970 -5.283 -0.049
79 C 2.097 -3.010 -0.030



Entry from the Open Molecules 2025 dataset: the molecule C3H6FNS at a distorted geometry (the ωB97M-V functional and the def2-TZVPD basis).

ΔE to the lowest compared entry with this formula, charge and spin ... 84.57 kcal/mol
Total energy ... -670.5893 Eh
HOMO level ... -9.019 eV
Maximum force ... 7.90 eV/Å

Element x y z (Å)
1 C -0.203 0.207 -0.734
2 F -0.723 -0.679 -3.147
3 N 0.062 -0.819 0.188
4 H 1.818 -1.047 1.762
5 S 0.707 1.001 2.280
6 H 0.897 -1.425 -0.324
7 C 0.776 -0.415 1.423
8 H -1.813 0.848 -2.008
9 H 0.754 0.368 -1.249
10 H -2.033 -1.077 -1.381
11 C -1.277 -0.252 -1.739
12 H -0.632 0.924 0.028



Entry from the Open Molecules 2025 dataset: a cluster of 2 separate species, CH5NO2Si in total at a distorted geometry (the ωB97M-V functional and the def2-TZVPD basis).

ΔE to the lowest compared entry with this formula, charge and spin ... 81.82 kcal/mol
Total energy ... -535.6360 Eh
HOMO level (alpha / beta) ... -8.322 / -7.390 eV
Maximum force ... 2.29 eV/Å

Element x y z (Å)
1 H 0.800 -2.031 -0.660
2 C 1.564 0.710 -0.161
3 H 1.304 1.034 -1.166
4 H 1.258 1.496 0.526
5 O -3.505 0.796 0.484
6 O -2.029 -0.498 -0.466
7 N -3.191 -0.009 -0.364
8 H 0.444 -1.205 1.655
9 H 2.648 0.619 -0.106
10 Si 0.707 -0.913 0.257



Entry from the Open Molecules 2025 dataset: a structure of composition C34H45O2ReSe2 at a distorted geometry (the ωB97M-V functional and the def2-TZVPD basis).

ΔE to the lowest compared entry with this formula, charge and spin ... 7.24 kcal/mol
Total energy ... -6353.9522 Eh
Spin multiplicity ... 2
Expectation value of S² ... 0.790
Total charge ... +1
HOMO level (alpha / beta) ... -11.159 / -11.199 eV
Maximum force ... 1.77 eV/Å

Element x y z (Å)
1 C -2.411 -3.530 2.943
2 C 0.912 0.656 -1.641
3 C 2.141 -2.043 1.089
4 H 4.573 -3.898 4.596
5 C -7.232 -1.534 -0.019
6 H -3.340 4.131 -2.035
7 H -1.928 -4.494 2.775
8 Re -1.860 -0.796 -0.852
9 H -1.341 -0.452 4.180
10 H -5.281 -2.288 0.474
11 H 4.701 4.708 -3.511
12 C 3.573 -3.590 4.289
13 H -2.646 2.917 -0.971
14 C -0.174 -2.386 2.655
15 Se 0.697 -1.259 -1.296
16 H -5.717 -0.632 -3.459
17 H -2.814 -3.178 1.998
18 H -3.243 -3.677 3.634
19 H 4.262 -1.054 3.454
20 C 3.691 4.404 -3.235
21 C -7.479 -0.606 -2.227
22 C 4.127 -4.171 1.935
23 H -1.513 3.264 -4.551
24 H 1.170 -3.141 4.103
25 H 3.035 0.518 -1.700
26 C -1.355 4.148 -3.930
27 H -1.934 -3.111 5.550
28 O -1.461 0.808 -1.715
29 C 2.329 2.444 -2.370
30 H 3.345 5.083 -2.454
31 H 3.015 -1.883 0.470
32 H 5.078 -4.562 2.300
33 Se -3.545 -1.927 -1.975
34 H -0.329 -2.396 5.448
35 C 0.898 -1.694 0.602
36 C -6.145 -0.871 -2.494
37 H 3.556 2.089 -4.743
38 C -0.255 1.405 -1.878
39 H 3.232 -2.831 4.995
40 H 5.215 2.437 -4.234
41 H 4.767 -1.495 1.814
42 C -2.060 -1.149 3.746
43 H 4.288 3.456 -0.714
44 C 4.617 -1.873 2.827
45 H -0.610 -4.063 4.889
46 C -5.896 -1.805 -0.274
47 C 3.716 2.952 -2.751
48 C -8.019 -0.930 -0.990
49 C -0.121 2.747 -2.268
50 C 4.663 2.860 -1.547
51 H -7.664 -1.804 0.935
52 H -3.047 2.510 -2.655
53 C 4.244 2.071 -3.896
54 H 5.586 -2.200 3.207
55 H -0.025 5.505 -1.957
56 C 2.174 1.150 -1.885
57 C 2.262 -2.589 2.359
58 H 2.924 -4.465 4.363
59 C 1.174 3.200 -2.529
60 H 3.062 4.523 -4.119
61 C -0.930 5.009 -1.608
62 H -1.747 5.729 -1.683
63 H -8.099 -0.151 -2.987
64 C -1.032 -3.058 4.941
65 H -0.448 4.649 -4.269
66 C -1.266 3.760 -2.444
67 C -2.654 3.284 -1.997
68 H 4.367 1.034 -3.579
69 H -2.421 -0.736 2.807
70 C 1.096 -2.732 3.109
71 H 1.274 4.216 -2.877
72 H 3.409 -4.992 1.906
73 H 4.792 1.831 -1.207
74 H -2.193 4.830 -4.078
75 H -0.793 4.747 -0.558
76 H -2.909 -1.232 4.427
77 C -0.275 -1.892 1.342
78 C -1.408 -2.532 3.554
79 O -1.473 -1.575 0.791
80 H -9.059 -0.718 -0.783
81 H 5.645 3.243 -1.827
82 C -5.366 -1.463 -1.511
83 C 3.629 -3.048 2.860
84 H 4.280 -3.815 0.915



Entry from the Open Molecules 2025 dataset: a structure of composition C10H22AsF3O5PdS (the ωB97M-V functional and the def2-TZVPD basis).

ΔE to the lowest compared entry with this formula, charge and spin ... 13.29 kcal/mol
Total energy ... -3831.1129 Eh
Spin multiplicity ... 5
Expectation value of S² ... 6.017
Total charge ... +2
HOMO level (alpha / beta) ... -16.057 / -16.273 eV
Maximum force ... 0.54 eV/Å

Element x y z (Å)
1 C -1.891 0.359 3.108
2 S 2.865 -1.629 2.106
3 H -1.011 0.948 2.855
4 C -1.341 1.756 -2.707
5 H -4.137 0.593 -0.220
6 H -2.357 1.292 -2.793
7 H 1.595 -2.507 3.871
8 H -4.459 1.326 1.371
9 C -1.554 3.242 -3.004
10 H -3.037 1.843 0.424
11 H 4.643 -1.401 0.583
12 O 1.897 1.330 -0.498
13 C 4.188 -2.246 1.097
14 H 0.544 1.547 -3.715
15 F 4.684 0.192 -0.951
16 O -1.067 1.568 -1.373
17 O -1.424 -0.939 0.478
18 C 2.422 0.579 -1.358
19 H -4.578 -1.512 2.567
20 Pd 0.141 0.035 -0.467
21 H -0.253 0.000 -3.370
22 H -2.626 1.004 3.588
23 C 2.359 -2.918 3.215
24 H -4.138 -2.248 1.002
25 H -0.850 1.037 -4.670
26 C -3.681 1.004 0.679
27 O 1.726 -1.198 1.278
28 O 1.800 -0.414 -1.808
29 F 4.155 2.132 -1.755
30 H -2.245 3.689 -2.292
31 H -0.597 3.761 -2.947
32 C -3.754 -1.835 1.933
33 C -0.419 1.034 -3.671
34 H -1.954 3.350 -4.010
35 H 4.894 -2.722 1.780
36 C 3.864 0.848 -1.813
37 H -1.634 -0.453 3.784
38 H 3.242 -3.214 3.783
39 H 3.729 -2.952 0.403
40 H -3.156 -2.583 2.448
41 H 1.980 -3.722 2.583
42 F 4.083 0.379 -3.025
43 As -2.647 -0.358 1.511



Entry from the Open Molecules 2025 dataset: a cluster of 2 separate species, C6H20N2Si2 in total at a distorted geometry (the ωB97M-V functional and the def2-TZVPD basis).

ΔE to the lowest compared entry with this formula, charge and spin ... 141.10 kcal/mol
Total energy ... -928.9376 Eh
HOMO level (alpha / beta) ... -9.447 / -6.423 eV
Maximum force ... 5.43 eV/Å

Element x y z (Å)
1 C 2.808 -0.230 0.351
2 H -2.494 -0.694 2.373
3 H 0.878 2.838 -1.580
4 H -1.382 0.571 -2.109
5 H 2.168 -2.742 0.566
6 C -0.015 1.956 0.301
7 C 1.282 -2.150 0.766
8 H 0.306 -2.774 0.590
9 N -2.231 -1.634 2.053
10 H -2.872 -1.820 1.291
11 C -1.410 2.779 -0.183
12 H -0.974 3.673 -0.481
13 H -0.255 -2.387 -2.000
14 H 2.044 1.972 -0.579
15 C 1.448 -0.931 -0.131
16 C 1.132 2.564 -0.546
17 H 2.490 0.551 1.087
18 H -1.944 2.051 -0.930
19 Si -0.237 0.078 -0.204
20 H 0.145 2.145 1.333
21 H -2.789 -2.316 -2.201
22 H 3.424 -0.072 -0.478
23 H -2.139 2.931 0.515
24 H 1.604 -1.165 -1.148
25 H 3.197 -1.128 0.888
26 Si -1.455 -1.777 -2.479
27 N -1.088 -0.253 -1.647
28 H 1.284 -1.758 1.737
29 H 1.443 3.512 -0.204
30 H -1.380 -1.616 -3.948



What is the maximum force in the fourth record?
1.77 eV/Å



Which of these has the lowest total energy?
C26H32Br14ClIN3O2



Please write out number 2 again, unchanged.
Entry from the Open Molecules 2025 dataset: the molecule C3H6FNS at a distorted geometry (the ωB97M-V functional and the def2-TZVPD basis).

ΔE to the lowest compared entry with this formula, charge and spin ... 84.57 kcal/mol
Total energy ... -670.5893 Eh
HOMO level ... -9.019 eV
Maximum force ... 7.90 eV/Å

Element x y z (Å)
1 C -0.203 0.207 -0.734
2 F -0.723 -0.679 -3.147
3 N 0.062 -0.819 0.188
4 H 1.818 -1.047 1.762
5 S 0.707 1.001 2.280
6 H 0.897 -1.425 -0.324
7 C 0.776 -0.415 1.423
8 H -1.813 0.848 -2.008
9 H 0.754 0.368 -1.249
10 H -2.033 -1.077 -1.381
11 C -1.277 -0.252 -1.739
12 H -0.632 0.924 0.028